[1]
{
  "formula": "C4H11NO2",
  "method": "ωB97M-V/def2-TZVPD",
  "homo_ev": -9.329,
  "spin_multiplicity": 1,
  "e_above_lowest_ev": 2.195,
  "lumo_ha": 0.020,
  "smiles": "CC(=O)N(C)C.O",
  "elements": ["H", "C", "O", "H", "H", "H", "O", "H", "C", "H", "H", "C", "C", "N", "H", "H", "H", "H"],
  "coordinates": [[0.42014, 1.73820, 2.40748], [0.48053, 0.69074, 1.91495], [1.47542, -5.53616, -1.59642], [1.51903, 0.22303, 1.68619], [-0.98365, 1.93304, -1.62406], [-1.70067, 3.41079, -0.67134], [-1.00544, 2.82337, 1.47895], [2.13611, -6.18513, -1.83440], [-1.50410, 2.39767, -0.85209], [-0.62690, -0.98863, -0.30592], [-0.01647, 0.30504, -1.45526], [-0.73063, 2.07415, 0.52900], [0.06424, -0.11463, -0.41527], [0.04465, 0.96619, 0.51161], [-2.56993, 1.79960, -0.81355], [-0.14983, 0.02561, 2.46360], [1.16046, -0.54170, -0.42788], [1.98703, -5.02117, -0.99561]],
  "nbo_charge": [0.266, -0.437, -0.923, 0.190, 0.207, 0.248, -0.642, 0.463, -0.701, 0.206, 0.214, 0.703, -0.409, -0.457, 0.216, 0.195, 0.201, 0.460]
}



[2]
{
  "formula": "C5H8O2",
  "method": "ωB97M-V/def2-TZVPD",
  "homo_ev": -8.540,
  "spin_multiplicity": 1,
  "e_above_lowest_ev": 5.658,
  "lumo_ha": 0.021,
  "elements": ["O", "C", "H", "H", "H", "H", "H", "O", "C", "H", "H", "C", "H", "C", "C"],
  "coordinates": [[-1.07977, -1.50361, -0.40166], [-0.58670, -0.16794, -0.49800], [1.52402, -0.89184, -0.53651], [1.29005, 0.65413, -1.39207], [-1.20403, 0.33198, -1.31316], [-1.03393, -0.03640, 1.63727], [1.19517, 1.81291, 0.75911], [1.57247, 0.20334, 1.87220], [-1.79515, -1.24517, -1.56397], [-1.26127, 1.52437, 0.80561], [1.29185, -0.71687, 1.96686], [0.93820, 0.03235, -0.56404], [-1.03931, -1.37104, -2.40016], [-0.67666, 0.60128, 0.82492], [0.86506, 0.77249, 0.80361]],
  "nbo_charge": [-0.560, 0.067, 0.232, 0.224, 0.233, 0.233, 0.184, -0.694, 0.116, 0.226, 0.464, -0.460, 0.067, -0.443, 0.111]
}